No. 1
Computed, not measured: 11 unconnected molecules or ions with the total composition C32H85N4O14P3, with the ωB97M-V functional and the def2-TZVPD basis.

Last column: Löwdin charge in e.
Positions of all 138 atoms, in Å:
C: -3.04 1.66 4.84  0.09
C: -2.18 2.21 4.00  -0.03
C: -1.11 2.85 2.93  -0.25
C: -0.10 3.69 3.92  -0.13
O: 0.60 2.82 4.87  -0.17
N: 1.47 3.53 5.64  -0.02
O: 0.95 3.59 6.74  0.06
O: -0.52 1.72 2.29  -0.14
C: -0.01 1.89 0.96  -0.46
C: 1.52 1.27 1.01  -0.15
C: 2.28 1.82 2.36  -0.15
C: 3.90 1.56 2.23  -0.33
C: 4.64 2.84 1.51  -0.09
C: 4.28 0.25 1.38  -0.20
C: 5.73 -0.38 1.84  -0.17
C: 5.77 -1.98 1.56  -0.09
C: 5.00 -2.63 0.49  -0.29
C: 3.74 -3.62 0.80  -0.07
C: 5.43 -2.32 -1.05  -0.07
P: 0.26 3.64 0.32  0.79
O: -1.01 4.47 -0.01  -0.50
C: -0.81 0.88 -0.08  -0.54
C: -1.13 -0.52 0.73  -0.14
C: -2.59 -0.56 1.42  -0.27
N: -2.67 -1.91 2.14  -0.04
N: 0.19 0.52 -1.13  -0.19
P: 0.18 1.51 -2.57  0.64
N: -0.65 0.91 -3.83  -0.29
P: -2.39 1.60 -0.82  0.99
C: -3.29 0.49 -2.04  -0.40
C: -2.72 -1.01 -2.20  -0.18
C: -3.51 2.49 0.40  -0.40
C: -5.11 2.19 0.11  -0.16
H: -4.01 1.36 5.40  0.06
H: -1.77 3.54 2.29  0.14
H: 0.57 4.43 3.36  0.11
H: -0.82 4.34 4.57  0.15
H: 2.18 1.68 0.14  0.11
H: 1.54 0.13 1.09  0.11
H: 1.94 1.25 3.31  0.12
H: 2.15 2.95 2.44  0.07
H: 4.31 1.45 3.31  0.13
H: 5.70 2.96 1.97  0.08
H: 4.74 2.66 0.36  0.08
H: 4.03 3.81 1.66  0.07
H: 4.30 0.43 0.23  0.11
H: 3.51 -0.61 1.59  0.11
H: 5.76 -0.27 3.00  0.12
H: 6.59 0.20 1.34  0.11
H: 6.45 -2.61 2.24  0.09
H: 3.62 -3.64 1.95  0.06
H: 3.87 -4.67 0.35  0.07
H: 2.78 -3.17 0.37  0.08
H: 4.98 -1.29 -1.33  0.08
H: 6.58 -2.29 -1.10  0.08
H: 5.03 -3.18 -1.71  0.06
H: 1.04 4.45 1.25  0.03
H: 1.07 3.66 -0.90  0.02
H: -1.09 -1.45 0.02  0.12
H: -0.37 -0.74 1.56  0.11
H: -2.78 0.23 2.22  0.08
H: -3.47 -0.60 0.65  0.10
H: -1.72 -2.32 2.25  0.05
H: -2.98 -1.69 3.11  0.06
H: 0.19 -0.48 -1.39  0.07
H: -0.36 2.85 -2.36  -0.02
H: 1.56 1.64 -3.01  0.00
H: 0.06 0.76 -4.59  -0.05
H: -4.44 0.39 -1.88  0.07
H: -3.18 0.99 -3.11  0.05
H: -3.29 -1.50 -3.10  0.09
H: -1.61 -1.10 -2.45  0.03
H: -2.91 -1.63 -1.23  0.06
H: -3.37 2.20 1.52  0.05
H: -3.44 3.66 0.38  0.08
H: -5.39 2.58 -0.95  0.08
H: -5.79 2.59 0.94  0.08
H: -5.23 1.03 0.06  0.04
C: 1.18 -2.05 -6.45  -0.14
O: 1.17 -0.84 -5.71  -0.15
H: 0.71 -1.88 -7.42  0.09
H: 2.21 -2.37 -6.60  0.06
H: 0.63 -2.82 -5.90  0.08
H: 1.59 -1.02 -4.86  0.05
C: -2.40 -0.17 8.59  -0.16
O: -2.70 -0.85 7.38  -0.15
H: -3.33 0.05 9.12  0.08
H: -1.77 -0.81 9.22  0.07
H: -1.88 0.77 8.37  0.07
H: -1.86 -1.03 6.94  0.08
C: 4.85 -2.79 -4.78  -0.15
O: 3.89 -1.75 -4.71  -0.15
H: 4.90 -3.29 -3.82  0.05
H: 4.55 -3.51 -5.55  0.08
H: 5.83 -2.37 -5.02  0.08
H: 3.86 -1.32 -5.57  0.08
C: -3.86 3.93 -4.19  -0.14
O: -4.33 2.61 -4.02  -0.16
H: -2.94 4.06 -3.62  0.08
H: -3.66 4.11 -5.25  0.06
H: -4.61 4.64 -3.83  0.08
H: -5.15 2.53 -4.53  0.08
C: 8.12 -4.83 0.76  -0.17
O: 7.13 -5.50 0.00  -0.13
H: 8.98 -5.48 0.87  0.08
H: 8.42 -3.91 0.25  0.07
H: 7.71 -4.59 1.75  0.07
H: 6.38 -4.89 -0.08  0.04
C: -3.90 5.74 -8.23  -0.16
O: -3.10 5.84 -7.06  -0.14
H: -4.95 5.84 -7.96  0.08
H: -3.63 6.54 -8.93  0.07
H: -3.73 4.77 -8.70  0.08
H: -2.18 5.75 -7.33  0.08
C: -7.49 -1.36 -1.14  -0.15
O: -7.01 -0.08 -1.53  -0.15
H: -6.66 -2.07 -1.15  0.08
H: -7.91 -1.31 -0.14  0.08
H: -8.26 -1.69 -1.85  0.07
H: -7.77 0.52 -1.51  0.08
C: 1.66 -4.19 -2.95  -0.14
O: 0.70 -3.15 -2.88  -0.13
H: 1.71 -4.70 -1.99  0.08
H: 1.36 -4.91 -3.72  0.08
H: 2.64 -3.77 -3.19  0.06
H: 0.68 -2.72 -3.74  0.04
C: 1.95 -5.59 4.15  -0.15
O: 2.42 -4.31 3.77  -0.15
H: 2.79 -6.29 4.16  0.08
H: 1.51 -5.54 5.15  0.08
H: 1.20 -5.93 3.43  0.08
H: 1.66 -3.71 3.77  0.08
C: -6.23 0.36 3.93  -0.17
O: -6.53 -0.31 2.72  -0.13
H: -7.16 0.58 4.45  0.08
H: -5.60 -0.27 4.56  0.07
H: -5.71 1.30 3.70  0.06
H: -5.69 -0.49 2.27  0.06

Its LUMO energy is -0.6 eV. The charge is 0. The frontier orbital gap comes out at 6.16 eV. As for the SMILES: C#C[C@@H](CON=O)O[C@](CC[C@H](C)CCC=C(C)C)([PH2]=O)[C@](CCN)(N[PH2]=N)P(CC)CC.CO.CO.CO.CO.CO.CO.CO.CO.CO.CO.

***

No. 2
Computed, not measured: C5H8O in the gas phase, with the ωB97M-V functional and the def2-TZVPD basis.

Last column: natural (NBO) charge in e.
Positions of all 14 atoms, in Å:
O: 2.12 -0.04 -0.77  -0.71
C: 0.85 0.52 -0.57  0.11
C: -0.43 -0.11 -1.19  -0.43
C: -1.14 0.14 0.14  -0.21
C: -0.55 -0.70 1.22  -0.43
C: 0.18 0.55 0.80  -0.26
H: 2.21 -0.80 -0.19  0.47
H: 0.93 1.55 -0.94  0.18
H: -0.34 -1.17 -1.47  0.20
H: -0.82 0.45 -2.04  0.21
H: -2.11 0.61 0.24  0.22
H: -0.21 -1.73 1.04  0.20
H: -1.05 -0.58 2.18  0.22
H: 0.38 1.31 1.55  0.22

Its LUMO energy is 1.0 eV. For the energy above the lowest of the compared OMol25 structures with the same formula, charge and spin, the calculation gives 185.78 kJ/mol. The charge is 0. The frontier orbital gap comes out at 10.94 eV. As for the SMILES: O[C@H]1C[C@H]2C[C@H]21.

***

No. 3
Computed, not measured: a molecular structure, C18H22O3S, with the ωB97M-V functional and the def2-TZVPD basis.

Last column: natural (NBO) charge in e.
Positions of all 44 atoms, in Å:
O: 0.45 2.49 2.54  -0.90
O: -0.76 3.40 0.59  -0.90
O: 1.78 3.18 0.42  -0.67
C: 1.41 0.38 -0.42  -0.01
C: 0.12 -1.65 -0.88  0.01
C: 1.22 -0.85 -1.04  0.03
C: -0.93 -1.19 -0.19  -0.01
C: -0.79 0.00 0.49  0.10
C: 0.31 0.87 0.36  -0.35
C: 4.11 3.03 -0.03  -0.62
C: 3.21 -2.40 -1.50  -0.60
C: -3.38 -1.36 -1.08  -0.61
C: -4.04 -0.61 2.73  -0.61
C: 2.60 1.24 -0.75  -0.45
C: 0.59 -2.73 -1.79  -0.41
C: -3.22 1.09 0.99  -0.42
C: 2.86 2.25 0.33  0.08
C: 1.88 -1.80 -1.96  -0.22
C: -2.41 -1.44 0.09  -0.21
C: -2.90 0.23 2.21  -0.21
C: -2.23 -0.10 0.86  -0.06
S: 0.38 2.55 1.07  2.28
H: 4.02 3.43 -1.04  0.21
H: 4.26 3.87 0.67  0.23
H: 4.99 2.37 0.00  0.22
H: 3.61 -3.06 -2.26  0.21
H: 3.90 -1.61 -1.29  0.20
H: 3.02 -3.01 -0.60  0.21
H: -3.15 -2.10 -1.85  0.21
H: -4.40 -1.58 -0.72  0.21
H: -3.35 -0.34 -1.53  0.22
H: -3.71 -1.39 3.42  0.21
H: -4.65 -1.03 1.92  0.20
H: -4.70 0.07 3.31  0.22
H: 3.51 0.62 -0.91  0.23
H: 2.42 1.80 -1.71  0.23
H: 0.00 -2.81 -2.72  0.22
H: 0.83 -3.70 -1.33  0.22
H: -2.87 2.11 0.99  0.25
H: -4.19 0.96 0.47  0.21
H: 3.02 1.74 1.31  0.20
H: 2.01 -1.35 -2.94  0.21
H: -2.52 -2.31 0.76  0.22
H: -2.32 0.72 3.02  0.23

Its LUMO energy is 0.6 eV. For the energy above the lowest of the compared OMol25 structures with the same formula, charge and spin, the calculation gives 16.16 kJ/mol. The charge is 0. The frontier orbital gap comes out at 9.30 eV.

***

No. 4
Computed, not measured: a gas-phase ion, C4H10NO2S (charge -1), with the ωB97M-V functional and the def2-TZVPD basis.

Last column: natural (NBO) charge in e.
Positions of all 18 atoms, in Å:
C: -1.41 -0.27 0.11  -0.43
C: -2.23 -1.14 -0.82  -0.60
C: 0.07 -0.57 0.36  -0.25
C: 0.90 1.56 0.22  -0.44
N: 1.01 0.27 -0.38  -0.66
O: 2.85 -0.20 1.27  -1.06
O: 3.56 0.57 -1.01  -1.04
S: 2.75 -0.38 -0.17  1.59
H: -1.47 0.75 -0.30  0.20
H: -3.39 -0.85 -0.74  0.19
H: -2.19 -2.23 -0.41  0.19
H: -1.84 -1.12 -1.91  0.22
H: -1.85 -0.11 1.11  0.19
H: 0.42 -1.59 0.23  0.19
H: 0.29 -0.44 1.44  0.17
H: 1.89 1.95 0.33  0.22
H: 0.37 2.24 -0.49  0.16
H: 0.29 1.57 1.17  0.15

Its LUMO energy is 3.7 eV. For the energy above the lowest of the compared OMol25 structures with the same formula, charge and spin, the calculation gives 236.69 kJ/mol. The charge is -1. The frontier orbital gap comes out at 7.27 eV.

***

No. 5
Computed, not measured: a molecular structure, C27H21IN9O5Ru, with the ωB97M-V functional and the def2-TZVPD basis.

Last column: natural (NBO) charge in e.
Positions of all 64 atoms, in Å:
Ru: -0.37 0.48 0.56  1.17
O: -1.30 -3.86 -0.74  -0.61
C: -0.97 -2.70 -0.22  0.79
O: -0.73 -1.68 -0.83  -0.62
C: -0.88 -2.72 1.28  0.10
C: -1.11 -3.82 2.08  -0.14
C: -0.91 -3.69 3.45  -0.11
C: -0.45 -2.48 3.96  -0.16
C: -0.24 -1.44 3.07  0.05
N: -0.48 -1.55 1.76  -0.44
C: 0.40 -0.12 3.37  0.84
O: 0.76 0.23 4.57  -0.57
O: 0.64 0.64 2.44  -0.60
H: -1.32 -3.80 -1.71  0.53
H: -1.43 -4.76 1.65  0.28
H: -1.09 -4.53 4.11  0.27
H: -0.25 -2.39 5.02  0.25
H: 0.55 -0.42 5.26  0.52
C: -2.54 3.01 -3.88  -0.26
N: -2.29 2.07 -2.77  -0.14
C: -1.18 1.84 -2.09  0.23
N: -1.42 0.89 -1.18  -0.50
C: -2.74 0.59 -1.37  0.18
N: -3.29 1.28 -2.32  -0.20
C: -2.56 4.46 -3.45  0.03
C: -3.66 5.28 -3.71  -0.10
C: -3.66 6.63 -3.37  -0.19
C: -2.55 7.19 -2.76  -0.08
C: -1.44 6.37 -2.49  -0.14
C: -1.46 5.01 -2.85  -0.16
C: -0.28 6.89 -1.86  0.55
N: 0.00 8.13 -1.45  -0.15
N: 1.20 8.11 -0.91  -0.15
C: 1.65 6.85 -0.98  0.53
O: 0.74 6.05 -1.57  -0.41
C: 2.87 6.30 -0.50  -0.06
C: 3.82 7.14 0.10  -0.09
C: 5.00 6.58 0.56  -0.20
C: 5.21 5.21 0.44  -0.08
C: 4.26 4.37 -0.16  -0.05
C: 4.57 2.90 -0.31  -0.25
N: 3.37 2.07 -0.51  -0.14
C: 2.46 1.67 0.36  0.24
N: 1.52 0.97 -0.28  -0.58
C: 1.95 0.97 -1.58  0.15
N: 3.06 1.63 -1.76  -0.22
C: 3.10 4.92 -0.64  -0.17
H: -3.50 2.70 -4.29  0.27
H: -1.78 2.83 -4.64  0.25
H: -0.24 2.32 -2.26  0.23
H: -3.28 -0.14 -0.78  0.24
H: -4.54 4.86 -4.19  0.25
H: -4.52 7.24 -3.59  0.26
H: -2.54 8.24 -2.48  0.26
H: -0.57 4.43 -2.66  0.21
H: 3.63 8.20 0.19  0.26
H: 5.75 7.20 1.03  0.26
H: 6.13 4.79 0.82  0.24
H: 5.10 2.51 0.56  0.25
H: 5.19 2.72 -1.19  0.28
H: 2.48 1.89 1.41  0.26
H: 1.45 0.45 -2.38  0.24
H: 2.35 4.30 -1.12  0.22
I: -1.98 2.22 1.60  -0.13

Its LUMO energy (alpha / beta) is -8.9 / -11.2 eV. The spin multiplicity is 5. For the energy above the lowest of the compared OMol25 structures with the same formula, charge and spin, the calculation gives 0.00 kJ/mol. The charge is +3. The frontier orbital gap (alpha / beta) comes out at 7.56 / 5.63 eV.

***

No. 6
Computed, not measured: a molecular structure, C7H9CuNO2, with the ωB97M-V functional and the def2-TZVPD basis.

Last column: natural (NBO) charge in e.
Positions of all 20 atoms, in Å:
Cu: -0.28 0.14 -1.37  1.12
C: -0.29 -0.14 -3.82  -0.90
H: 0.76 0.17 -3.73  0.23
H: -0.38 -1.01 -4.49  0.23
H: -0.88 0.66 -4.24  0.22
H: -0.82 -0.64 -2.75  0.09
H: -1.19 -1.05 -1.90  -0.22
O: 1.28 3.02 0.85  -0.61
C: 0.86 2.01 0.29  0.74
O: 0.65 1.78 -0.99  -0.85
C: 0.52 0.81 1.16  0.11
C: 0.77 0.72 2.53  -0.21
C: 0.32 -0.41 3.23  -0.15
C: -0.42 -1.40 2.57  -0.25
C: -0.60 -1.27 1.19  0.06
N: -0.15 -0.18 0.52  -0.56
H: 1.29 1.57 2.98  0.26
H: 0.51 -0.48 4.30  0.23
H: -0.83 -2.26 3.10  0.23
H: -1.11 -2.02 0.59  0.22

Its LUMO energy (alpha / beta) is -0.2 / -0.6 eV. The spin multiplicity is 2. For the energy above the lowest of the compared OMol25 structures with the same formula, charge and spin, the calculation gives 25.44 kJ/mol. The charge is 0. The frontier orbital gap (alpha / beta) comes out at 7.96 / 8.85 eV.

***

No. 7
Computed, not measured: C4H7NO in the gas phase, with the ωB97M-V functional and the def2-TZVPD basis.

Last column: natural (NBO) charge in e.
Positions of all 13 atoms, in Å:
C: -1.66 -0.10 -0.28  -0.61
C: -0.36 -0.15 0.51  -0.16
N: 0.70 -1.03 -0.04  -0.63
C: 1.59 0.12 -0.34  -0.36
C: 0.55 1.06 0.29  0.60
O: 0.46 2.23 0.56  -0.51
H: -2.19 -1.06 -0.20  0.22
H: -1.48 0.10 -1.34  0.21
H: -2.29 0.69 0.12  0.22
H: -0.53 -0.34 1.57  0.21
H: 1.07 -1.75 0.56  0.37
H: 1.50 0.05 -1.42  0.23
H: 2.63 0.18 0.01  0.22

Its LUMO energy is 0.9 eV. For the energy above the lowest of the compared OMol25 structures with the same formula, charge and spin, the calculation gives 192.96 kJ/mol. The charge is 0. The frontier orbital gap comes out at 10.22 eV. As for the SMILES: C[C@H]1NCC1=O.

***

Q: charge of number 1 (C32H85N4O14P3)?
A: 0

***

Q: What is the charge in the seventh record?
A: 0

***

Copy entry 4 word for word.
Computed, not measured: a gas-phase ion, C4H10NO2S (charge -1), with the ωB97M-V functional and the def2-TZVPD basis.

Last column: natural (NBO) charge in e.
Positions of all 18 atoms, in Å:
C: -1.41 -0.27 0.11  -0.43
C: -2.23 -1.14 -0.82  -0.60
C: 0.07 -0.57 0.36  -0.25
C: 0.90 1.56 0.22  -0.44
N: 1.01 0.27 -0.38  -0.66
O: 2.85 -0.20 1.27  -1.06
O: 3.56 0.57 -1.01  -1.04
S: 2.75 -0.38 -0.17  1.59
H: -1.47 0.75 -0.30  0.20
H: -3.39 -0.85 -0.74  0.19
H: -2.19 -2.23 -0.41  0.19
H: -1.84 -1.12 -1.91  0.22
H: -1.85 -0.11 1.11  0.19
H: 0.42 -1.59 0.23  0.19
H: 0.29 -0.44 1.44  0.17
H: 1.89 1.95 0.33  0.22
H: 0.37 2.24 -0.49  0.16
H: 0.29 1.57 1.17  0.15

Its LUMO energy is 3.7 eV. For the energy above the lowest of the compared OMol25 structures with the same formula, charge and spin, the calculation gives 236.69 kJ/mol. The charge is -1. The frontier orbital gap comes out at 7.27 eV.